A structure of composition C46H84CdF6O28 at a distorted geometry, computed with ωB97M-V with the def2-TZVPD basis set.

Structure (XYZ):
```
165
Properties=species:S:1:pos:R:3:mulliken_charge:R:1
Cd 1.57 -0.93 -1.24 2.793
C 1.67 0.71 -3.64 -0.027
O 2.62 -0.28 -3.43 -0.227
O 0.70 0.30 -2.72 -1.992
C 2.23 2.11 -3.76 0.712
F 2.11 2.80 -4.91 -0.357
F 1.78 2.93 -2.82 -0.158
F 3.53 2.18 -3.54 -0.272
C 3.36 -0.87 -4.43 -0.479
C 4.71 -0.20 -4.64 -1.244
H 5.15 -0.07 -3.65 0.116
H 5.42 -0.92 -5.03 0.476
H 4.62 0.75 -5.17 0.289
H 2.78 -1.20 -5.29 0.454
H 3.65 -1.86 -4.06 0.031
H 1.19 0.38 -4.56 0.433
C -0.43 -1.58 0.70 0.389
O -0.18 -0.22 0.23 1.104
O 0.59 -2.20 0.06 -0.988
C -0.66 -1.72 2.28 0.465
F -1.58 -0.80 2.60 -0.311
F -1.27 -2.84 2.77 -0.266
F 0.40 -1.34 3.06 -0.109
C -1.41 0.57 0.03 -1.119
C -1.08 2.06 -0.45 0.360
H -0.35 2.03 -1.25 -0.427
H -1.94 2.65 -0.78 0.377
H -0.55 2.43 0.43 -0.898
H -2.02 0.54 0.93 0.620
H -1.88 0.18 -0.87 0.312
H -1.30 -1.88 0.11 0.037
C 1.76 7.42 2.87 -0.781
O 0.75 6.48 2.95 -0.320
C 1.10 5.12 2.46 -0.899
C 0.13 4.05 2.97 0.223
O 0.83 2.79 3.10 -0.174
C -0.12 1.76 3.45 1.365
C -0.97 1.94 4.70 -1.093
O -1.91 3.04 4.61 -0.410
C -3.06 2.92 3.75 -0.411
H 2.75 7.17 3.24 0.303
H 1.42 8.26 3.47 0.264
H 1.70 7.79 1.85 0.299
H 2.08 4.72 2.73 0.354
H 1.03 4.99 1.38 0.220
H -0.72 3.98 2.29 -0.060
H -0.13 4.27 4.00 0.486
H 0.47 0.87 3.65 -0.404
H -0.72 1.61 2.55 -0.327
H -0.45 2.18 5.63 0.295
H -1.58 1.05 4.79 0.466
H -3.78 2.14 4.00 0.307
H -2.74 2.92 2.71 0.019
H -3.61 3.84 3.92 0.296
C 8.78 -0.07 -0.66 -0.913
O 7.77 -0.21 0.30 -0.180
C 7.90 0.60 1.45 -0.953
C 6.91 0.20 2.52 -0.040
O 5.88 1.16 2.68 -0.418
C 4.86 1.00 3.74 -0.565
C 4.32 -0.36 4.10 -0.651
O 3.76 -0.97 2.98 0.392
C 3.49 -2.36 3.09 -0.908
H 9.75 -0.10 -0.17 0.369
H 8.90 0.95 -1.02 0.352
H 8.63 -0.85 -1.40 0.242
H 7.67 1.62 1.15 0.341
H 8.90 0.56 1.89 0.496
H 7.38 0.04 3.50 0.535
H 6.51 -0.76 2.21 -0.014
H 3.94 1.53 3.48 -0.051
H 5.30 1.60 4.54 0.518
H 3.64 -0.26 4.95 0.414
H 5.16 -0.98 4.39 0.400
H 2.87 -2.49 3.98 0.366
H 4.47 -2.83 3.17 0.491
H 2.97 -2.56 2.16 -0.155
C 2.25 1.34 0.77 0.681
O 2.67 0.41 -0.30 -0.585
C 4.22 0.32 -0.45 0.003
C 4.65 -1.09 -0.67 -1.163
O 3.46 -1.85 -1.20 0.821
C 3.69 -3.21 -1.53 -1.202
C 2.33 -3.76 -1.90 -0.781
O 1.49 -2.76 -2.52 -0.380
C 0.34 -3.50 -3.03 -0.876
H 2.77 2.28 0.59 0.797
H 2.49 0.95 1.75 -0.392
H 1.19 1.60 0.70 -0.929
H 4.65 0.72 0.46 0.320
H 4.63 0.92 -1.26 0.313
H 5.30 -1.62 0.03 0.435
H 5.33 -1.05 -1.52 0.300
H 4.06 -3.97 -0.84 0.368
H 4.44 -3.20 -2.32 0.381
H 1.89 -4.16 -0.98 0.220
H 2.49 -4.68 -2.46 0.705
H -0.17 -2.78 -3.67 0.107
H -0.33 -3.84 -2.24 0.224
H 0.50 -4.36 -3.68 0.373
C -2.00 0.47 -5.09 -1.243
C -2.98 -0.03 -3.96 1.278
C -4.13 0.90 -3.59 1.090
O -5.24 0.06 -3.46 -0.316
C -4.83 -1.27 -3.80 0.363
O -5.59 -2.22 -3.68 -0.532
O -3.68 -1.19 -4.48 -0.443
H -1.68 1.51 -5.03 0.193
H -2.35 0.30 -6.11 0.474
H -1.07 -0.11 -5.08 -0.010
H -2.51 -0.48 -3.08 -0.288
H -4.31 1.54 -4.46 0.272
H -3.93 1.43 -2.66 -0.791
C -8.51 1.60 -1.20 -1.486
C -7.57 2.50 -0.48 0.448
C -7.29 2.16 1.01 -0.480
O -5.99 1.72 1.00 -0.432
C -5.38 1.83 -0.24 0.172
O -4.21 1.58 -0.47 -0.018
O -6.29 2.27 -1.04 -0.385
H -9.47 1.53 -0.69 0.401
H -8.21 0.61 -1.53 0.385
H -8.76 2.03 -2.17 0.374
H -7.83 3.55 -0.62 0.284
H -8.00 1.42 1.37 0.291
H -7.20 3.02 1.67 0.321
C -0.43 5.17 -2.67 -1.086
C -1.91 5.31 -3.12 0.240
C -2.64 3.97 -3.40 0.518
O -3.80 4.07 -2.54 -0.208
C -3.79 5.27 -1.89 0.589
O -4.68 5.65 -1.18 -0.597
O -2.68 5.93 -2.17 -0.377
H 0.01 6.16 -2.56 0.433
H 0.11 4.60 -3.42 0.303
H -0.42 4.43 -1.87 0.020
H -2.06 5.95 -3.99 0.344
H -2.04 3.16 -2.98 -0.460
H -2.67 3.78 -4.47 0.421
C -0.77 -7.11 4.74 -1.490
C -0.64 -5.70 4.23 0.491
C 0.44 -4.88 4.92 -0.554
O 1.45 -4.73 3.94 -0.251
C 0.92 -5.13 2.74 0.614
O 1.41 -4.96 1.65 -0.511
O -0.29 -5.72 2.90 -0.319
H -1.31 -7.13 5.68 0.395
H 0.25 -7.46 4.90 0.382
H -1.41 -7.63 4.03 0.337
H -1.61 -5.20 4.24 0.306
H 0.83 -5.54 5.70 0.349
H 0.30 -3.87 5.31 0.271
C -3.46 -4.79 -0.57 -1.365
C -4.76 -5.33 -1.38 0.343
C -5.65 -6.23 -0.66 -0.424
O -6.90 -5.69 -0.94 -0.337
C -6.76 -4.43 -1.34 0.578
O -7.68 -3.55 -1.42 -0.628
O -5.53 -4.14 -1.51 -0.157
H -2.58 -5.43 -0.51 0.540
H -3.63 -4.73 0.51 0.377
H -3.14 -3.80 -0.92 0.173
H -4.40 -5.60 -2.37 0.268
H -5.46 -6.35 0.40 0.276
H -5.40 -7.26 -0.94 0.354
```

As for the gap between HOMO and LUMO: 8.769 eV. Its electronic energy is -4676.42165 a.u.